ORCA calculation (wB97M-V/def2-TZVPD) on a structure of composition C5H8FO4Pm.

Element x y z (Å)
C 1.2639 0.7516 -1.2091
O 1.1650 -0.5200 1.0088
H -0.5952 0.2234 1.7400
H -1.4226 2.1254 -0.6116
C -0.8432 0.3901 -1.8890
O 2.4935 0.7356 -1.2489
F -0.7880 2.7220 -2.4198
H -1.4947 -1.9479 2.5130
C 0.1114 -0.6163 1.9104
Pm 3.6209 -0.3325 0.8678
O 0.5158 -0.0418 -1.9668
C -0.7119 1.8230 -1.3872
H -1.3661 -0.2426 -1.1617
O 0.5873 1.8689 -0.8672
H -1.0500 -2.0754 0.7933
H -1.3028 0.3337 -2.8796
H 0.4552 -0.4878 2.9564
C -0.6500 -1.9308 1.8081
H 0.0112 -2.7785 2.0431

Atoms 1-6, force components in eV/Å:
C 0.16 1.46 -2.63
O 2.86 0.19 -0.43
H 0.14 -0.23 0.04
H 0.14 -0.04 -0.24
C -0.44 -0.05 0.25
O -0.07 -0.93 1.78

Values from the calculation:
Calculated total energy: -1204.2512 Eh
<S²>: 8.756
Charge: +1
LUMO energy (alpha / beta): -0.1810 / -0.1795 hartree
E_HOMO (alpha / beta): -11.694 / -12.305 eV
Molecular weight: 296.1 Da
ΔE to the lowest compared entry with this formula, charge and spin: 0.00 kcal per mole
Multiplicity: 6
Kohn-Sham gap (alpha / beta): 6.77 / 7.42 eV
Max |F|: 3.2 eV/Å

=====

ORCA calculation (wB97M-V/def2-TZVPD) on the ion C4H7N4O2 with charge +1.

Element x y z (Å)
C 1.3202 0.2995 -0.1774
H 1.8407 1.2171 -2.0932
C -2.5451 -0.3752 0.0621
N 0.0924 0.5289 0.1319
N -3.6874 -0.8694 0.7566
H 1.9685 -0.2707 2.0209
H 2.7367 -0.1767 -1.7670
N -0.7935 1.1615 0.5826
O -1.8629 -1.1952 -0.4839
C 2.1746 -0.2593 0.9194
H 3.0656 0.4041 0.8484
H -2.7162 1.5691 1.0973
H 0.8923 -0.3196 -2.0360
N -2.0543 0.7989 0.6812
C 1.6838 0.2546 -1.5515
O -4.6438 -1.4204 0.3218
H 2.5283 -1.3471 0.6867

Atoms 1-6, force components in eV/Å:
C -1.71 -0.91 3.46
H -0.84 -0.21 0.70
C 0.59 -1.21 0.03
N 1.53 -1.45 -1.21
N -2.36 -0.58 1.83
H -0.99 0.38 -1.27

Values from the calculation:
Calculated total energy: -525.6391 Eh
Charge: +1
SMILES: CC(C)=N/N=[NH+]\C(=O)N=O
LUMO energy (alpha / beta): -0.1935 / -0.1939 hartree
E_HOMO (alpha / beta): -13.439 / -13.442 eV
Molecular weight: 143.1 Da
ΔE to the lowest compared entry with this formula, charge and spin: 103.60 kcal per mole
Kohn-Sham gap (alpha / beta): 8.17 / 8.17 eV
Max |F|: 4.3 eV/Å

=====

ORCA calculation (wB97M-V/def2-TZVPD) on a structure of composition C25H17N8O7W.

Element x y z (Å)
H -4.8021 1.4198 -1.5911
C 1.2007 4.6340 -2.3014
C 2.8042 1.8684 0.6713
N -0.4927 0.1063 -1.7724
C 1.2127 0.1570 1.2339
C 0.4689 2.4951 0.5700
C 0.3793 -0.8665 -1.9907
C 2.2701 3.5920 -2.1316
C 4.4526 4.8227 -1.6721
N 3.8382 2.2629 0.2178
C -3.6251 -1.7535 -1.1155
H -0.2665 4.2073 1.3968
H -1.8445 -1.2521 3.2700
C 0.7605 -3.9055 4.5159
C 0.0215 -2.2104 -1.9145
N 0.6001 3.7953 1.0788
H -0.4089 -5.2649 2.7288
O 5.5767 4.6520 -0.9366
H 1.3273 -3.4341 5.3109
C -1.0040 -3.2129 3.0824
H 5.5862 3.8185 -0.4509
C -1.7936 -0.2206 -1.5121
H -5.5859 -0.9145 -1.2283
C -2.2171 -1.5397 -1.3730
N -3.5981 -3.8509 -0.0940
C -1.0569 -4.4545 2.4323
N 0.8772 -0.9320 1.4099
O 4.2100 5.8744 -2.1786
H 4.9054 1.8350 -1.5809
C -2.7619 -2.3511 1.6817
N 2.8774 1.4606 -1.9605
H 0.7678 -2.9648 -2.1165
O -0.0394 4.0301 -2.1464
C -4.5300 -0.6879 -1.3035
C 1.5472 1.5064 0.9469
N 1.7508 2.3189 -2.0942
O -2.2558 2.0645 -1.6808
C -2.7250 0.8903 -1.5218
C -1.8871 -2.1774 2.7124
C -4.1044 0.5994 -1.4959
H 1.4298 -4.1822 3.7008
H -2.0478 -5.5900 0.9061
N -4.1197 -2.9636 -0.7828
W -0.1716 2.2646 -1.4110
H 2.6449 0.6416 -1.4101
H 1.3659 3.9421 1.7188
H -1.5526 -3.5919 -1.5209
C -1.9649 -4.6384 1.4157
C -1.2647 -2.5509 -1.5815
O 1.3151 5.7898 -2.5016
O -0.7958 2.0189 0.4202
C 3.5871 3.6301 -1.8131
C -2.7818 -3.5823 0.9861
H 1.3843 -0.5794 -2.2642
O -0.1821 -2.9218 4.0799
H -3.4494 -1.5560 1.4281
C 3.9194 2.2380 -1.3709
H 0.2479 -4.7861 4.9041

Atoms 1-6, force components in eV/Å:
H 0.00 -0.02 -0.01
C -0.16 0.05 -0.05
C -0.10 -0.16 -0.02
N -0.07 0.23 -0.01
C -0.13 -0.04 0.14
C 0.04 0.00 -0.06

Values from the calculation:
Calculated total energy: -1994.3691 Eh
<S²>: 2.066
Charge: +1
LUMO energy (alpha / beta): -0.1769 / -0.2120 hartree
E_HOMO (alpha / beta): -11.010 / -11.178 eV
Molecular weight: 725.3 Da
ΔE to the lowest compared entry with this formula, charge and spin: 103.58 kcal per mole
Multiplicity: 3
Kohn-Sham gap (alpha / beta): 6.20 / 5.41 eV
Max |F|: 0.3 eV/Å